1.
Molecular formula: C2H4O3P
Method: DFT, the ωB97M-V functional and the def2-TZVPD basis

Geometry (Å):
C (2.02, -0.03, -0.75)
C (1.06, 0.29, 0.15)
O (0.99, 0.73, 1.27)
O (-0.34, -0.14, -0.39)
P (-1.78, -0.04, 0.28)
O (-2.78, -0.76, -0.47)
H (3.09, -0.11, -0.48)
H (1.60, -0.74, -1.46)
H (-1.89, -0.60, 1.47)
H (-1.98, 1.39, 0.39)

**Structure (SMILES)**: C=C([O-])O[PH2]=O
**Gap between HOMO and LUMO**: 7.5 eV
**Spin multiplicity**: 1
**Charge**: -1

=====

2.
Molecular formula: C2H4O3P
Method: DFT, the ωB97M-V functional and the def2-TZVPD basis

Geometry (Å):
C (-0.43, -0.08, 1.28)
C (0.57, -0.01, 0.23)
O (0.44, -1.18, -0.61)
P (0.16, 0.18, -1.53)
O (1.27, 0.54, -2.45)
O (-1.21, 0.41, -1.96)
H (-1.09, -0.93, 1.06)
H (-1.18, 0.84, 1.12)
H (-0.07, -0.10, 2.43)
H (1.54, 0.34, 0.43)

**Structure (SMILES)**: C[C@H]1O[P@@]1(=O)[O-]
**Gap between HOMO and LUMO**: 8.5 eV
**Spin multiplicity**: 1
**Charge**: -1

=====

3.
Molecular formula: C2H4O3P
Method: DFT, the ωB97M-V functional and the def2-TZVPD basis

Geometry (Å):
C (0.55, 0.66, 0.10)
C (-0.14, -0.63, 0.04)
O (4.60, 0.57, -0.09)
O (1.82, 0.77, 0.14)
O (-0.33, 1.88, -0.05)
P (3.45, -0.36, -0.04)
H (-1.12, -0.48, -0.60)
H (-0.37, -1.11, 1.04)
H (0.52, -1.49, -0.42)
H (0.12, 2.60, 0.50)

**Gap between HOMO and LUMO (spin up / spin down)**: 5.4 / 5.0 eV
**Spin multiplicity**: 1
**Charge**: -1

=====

Quick one: least stable of them? 3